Here is C10H14F9MnN2O14S3 as an isolated structure in a non-equilibrium geometry from the OMol25 dataset. Energies are from ωB97M-V/def2-TZVPD.

Each line ends with the Mulliken spin population.
Geometry (Å):
Mn: 0.3177 -0.7283 -0.5078  4.754
C: -0.2094 3.4498 1.7807  0.003
F: 0.9346 3.0104 2.3395  0.000
F: -0.8664 4.2268 2.6469  0.000
F: 0.1782 4.0944 0.6645  0.000
S: -1.3911 2.0054 1.2242  0.007
O: -0.5117 0.9198 0.8297  -0.014
O: -2.1379 1.6473 2.4690  0.002
O: -2.2120 2.5299 0.0781  0.001
C: 0.4048 1.6854 -4.3640  0.004
F: -0.2236 0.7385 -5.0226  0.000
F: 1.6896 1.2731 -4.1845  -0.001
F: 0.3945 2.7634 -5.1702  0.000
S: -0.3894 1.9629 -2.6447  0.008
O: 0.1183 0.8640 -1.7962  -0.052
O: 0.0483 3.2595 -2.1743  0.003
O: -1.8351 1.9621 -2.8128  0.001
C: -4.3466 -1.8073 0.6166  0.008
F: -5.5713 -2.1904 0.1934  0.001
F: -4.6007 -0.8644 1.5085  0.000
F: -3.7651 -2.7802 1.3363  0.000
S: -3.0571 -1.1662 -0.6965  0.014
O: -3.0718 -2.1909 -1.7405  0.001
O: -3.6026 0.1299 -1.1367  0.002
O: -1.7329 -1.1138 -0.0685  0.013
C: 0.8176 -2.3744 -2.5050  -0.013
O: 1.5278 -2.2329 -1.4754  0.052
O: 0.5399 -3.3894 -3.2303  0.012
O: -0.2511 -1.7405 -2.3696  0.060
C: 2.6326 1.4265 -0.0076  0.016
O: 1.9033 0.4498 0.0067  0.034
N: 3.6408 1.5681 -0.8715  0.007
C: 4.5051 2.7420 -0.7582  0.001
C: 3.9391 0.6295 -1.9583  -0.001
H: 2.5814 2.2551 0.7147  0.001
H: 4.3198 3.4626 -1.5562  0.000
H: 5.5576 2.4726 -0.8665  0.000
H: 4.4352 3.2142 0.2214  0.000
H: 3.8728 1.0017 -2.9832  0.000
H: 4.9526 0.2293 -1.9147  0.000
H: 3.1434 -0.1133 -2.0373  0.005
C: 0.0329 -2.7886 2.0832  0.030
O: 0.4061 -1.7894 1.4250  0.023
N: -0.9205 -2.8061 3.0368  0.006
C: -1.5666 -1.5788 3.4116  0.005
C: -1.3394 -3.9747 3.8086  0.001
H: 0.2930 -3.8171 1.7887  0.001
H: -1.3484 -0.7942 2.6867  0.001
H: -1.2662 -1.1714 4.3795  0.000
H: -2.6377 -1.7763 3.4630  0.000
H: -2.4243 -4.0716 3.8551  0.000
H: -0.9613 -4.9419 3.4780  0.000
H: -0.9466 -3.7718 4.8069  0.000

Its spin multiplicity is 6. Its HOMO energy (alpha / beta) is 3.251 / 2.928 eV. The net charge is -3. As for the largest force on an atom: 0.14271 Eh/bohr. As for the expectation value of S²: 8.75.



Here is a 2-piece molecular cluster, C10H14FN3 overall in a non-equilibrium geometry from the OMol25 dataset. Energies are from ωB97M-V/def2-TZVPD.

Each line ends with the natural charge from an NBO analysis.
Geometry (Å):
C: 0.2197 1.5555 -2.4013  0.358
C: 1.9764 0.3367 -2.1328  0.366
C: -1.3566 0.2528 -0.4170  -0.163
C: -0.0734 0.2463 -0.4888  0.286
C: -1.1527 2.1473 -2.0911  -0.437
C: -2.0627 1.0085 -1.5772  -0.410
C: 2.9258 -0.6166 -1.4980  -0.669
C: -2.1250 -0.4044 0.6924  -0.634
C: 1.5763 -1.0877 2.4272  -0.723
C: 1.3292 0.3461 2.1556  0.294
N: 1.0055 1.7271 -3.4156  -0.298
N: 2.1234 0.9778 -3.2361  -0.283
N: 0.7188 0.6549 -1.5054  -0.478
F: 2.4410 1.0571 2.0723  -0.334
H: -0.8841 2.8930 -1.2941  0.217
H: -1.5546 2.7016 -2.8868  0.242
H: -2.2279 0.3609 -2.5557  0.214
H: -3.0372 1.2485 -1.2699  0.224
H: 3.5431 -1.0749 -2.2020  0.240
H: 3.5855 0.1248 -0.9903  0.249
H: 2.3477 -1.4440 -0.9893  0.231
H: -3.0999 -0.7151 0.2577  0.219
H: -2.4990 0.2339 1.6162  0.219
H: -1.7018 -1.3588 1.0456  0.228
H: 0.9079 -1.3544 3.2334  0.225
H: 1.3538 -1.6338 1.5290  0.236
H: 2.6801 -1.1511 2.7642  0.233
H: 0.4756 0.8678 2.5511  0.149

Its HOMO energy (alpha / beta) is -8.829 / -8.123 eV. As for the largest force on an atom: 0.06207 Eh/bohr.



Here is a 2-piece molecular cluster, C10H14IOP overall in a non-equilibrium geometry from the OMol25 dataset. Energies are from ωB97M-V/def2-TZVPD.

Each line ends with the natural charge from an NBO analysis.
Geometry (Å):
C: 0.8156 0.4294 -1.6783  -0.205
C: 0.7301 0.3385 -0.2537  -0.232
C: -1.4047 -0.3729 -1.8262  -0.224
C: -0.2641 0.0435 -2.4691  -0.012
C: -1.5779 -0.3274 -0.4808  0.026
C: -0.4817 0.0275 0.3170  0.223
C: -0.3083 0.2108 -4.0236  -0.627
C: -2.8987 -0.7510 0.0981  -0.654
C: 0.6743 -1.7190 2.3529  -0.562
C: 0.1220 -0.4883 2.4512  0.266
O: -0.6162 0.1763 1.6664  -0.512
P: 2.8111 1.4451 2.7738  -0.039
I: 0.0100 0.3062 4.4297  0.102
H: 1.7349 0.8140 -2.1428  0.214
H: 1.7062 0.5362 0.2784  0.244
H: -2.2250 -0.5791 -2.5572  0.209
H: 0.4694 -0.4025 -4.4992  0.217
H: -1.2263 -0.0348 -4.4686  0.213
H: -0.0290 1.1957 -4.3674  0.220
H: -3.0608 -0.0562 0.8405  0.226
H: -3.8383 -0.4564 -0.5242  0.216
H: -3.0589 -1.8275 0.3185  0.233
H: 1.2643 -2.1066 3.0818  0.218
H: 3.4294 2.8007 1.9399  0.008
H: 0.5644 -2.2428 1.4267  0.214
H: 4.1223 0.8473 3.3994  0.020
H: 2.5359 2.1934 3.9168  -0.005

Its HOMO energy is -8.546 eV. The structure (SMILES) is C=C(I)Oc1ccc(C)cc1C.P. As for the largest force on an atom: 0.10681 Eh/bohr.



Here is the molecule C10H14IOP in a non-equilibrium geometry from the OMol25 dataset. Energies are from ωB97M-V/def2-TZVPD.

Each line ends with the natural charge from an NBO analysis.
Geometry (Å):
C: -1.6072 1.7003 -1.3956  -0.179
C: -0.4075 0.9349 -1.4447  -0.268
C: -2.2499 0.6972 0.6967  -0.199
C: -2.4276 1.6054 -0.2837  -0.059
C: -1.1101 -0.1035 0.7559  -0.072
C: -0.1882 0.1612 -0.2824  0.346
C: -3.5836 2.5054 -0.3431  -0.617
C: -0.8042 -1.0261 1.8940  -0.619
C: 3.5293 -2.1504 0.7339  -1.054
C: 1.9183 -0.5067 -1.1753  -0.339
O: 0.9647 -0.6677 -0.2564  -0.593
P: 3.0590 -1.7996 -0.9121  1.077
I: 3.5642 1.1948 -0.7520  -0.231
H: -1.8821 2.4035 -2.2287  0.211
H: 0.3249 0.8607 -2.2144  0.259
H: -3.0635 0.7620 1.4305  0.207
H: -3.1786 3.4836 -0.5084  0.221
H: -4.4469 2.2092 -1.0074  0.223
H: -4.0178 2.4638 0.7122  0.200
H: -1.3403 -0.7478 2.8094  0.225
H: -1.2292 -2.0661 1.5044  0.216
H: 0.2359 -1.1433 2.0193  0.223
H: 2.7900 -2.2723 1.5078  0.278
H: 4.0097 -1.1806 1.0764  0.286
H: 4.4430 -2.8614 0.7665  0.264
H: 4.1546 -1.4920 -1.6738  0.033
H: 2.5430 -2.9644 -1.4291  -0.037

Its HOMO energy is -7.287 eV. As for the largest force on an atom: 0.07948 Eh/bohr.



Here is C10H14K3N3O5 as an isolated structure in a non-equilibrium geometry from the OMol25 dataset. Energies are from ωB97M-V/def2-TZVPD.

Each line ends with the Mulliken spin population.
Geometry (Å):
K: -2.9668 -5.3607 -0.1788  0.180
K: -0.5501 -3.7948 -4.2781  0.222
K: -4.3515 -2.8658 -3.5002  0.586
O: -0.8210 -1.2058 -0.8724  0.072
C: -1.4949 -2.3368 -0.9445  -0.091
O: -1.5816 -3.0212 0.0870  -0.015
O: -1.7975 -2.7696 -2.0578  0.035
H: -0.4628 -1.1205 0.0141  0.006
C: -3.3006 0.0879 2.0850  0.001
N: -2.8137 1.3495 2.7062  0.000
O: -3.5730 2.0229 3.3922  0.000
O: -1.6194 1.5877 2.5439  0.000
H: -2.6171 -0.1438 1.2681  0.001
H: -4.2879 0.2719 1.6614  0.001
H: -3.2277 -0.5904 2.9351  -0.001
N: 0.8903 1.3241 -1.1230  0.001
C: 1.5666 1.7222 -2.2260  0.000
C: 1.2283 3.0397 -2.4327  0.000
C: 0.3835 3.4270 -1.4158  0.000
C: 0.2705 2.3937 -0.5704  0.001
H: 0.7310 0.3732 -0.8222  -0.001
H: 2.0476 0.9926 -2.8605  0.000
H: 1.5587 3.5207 -3.3415  0.000
H: 0.0191 4.4418 -1.3552  0.000
H: -0.3280 2.1611 0.2980  -0.001
N: 3.1146 0.4643 1.5139  0.000
C: 1.9548 -0.1505 1.8344  0.001
C: 1.7857 -1.3289 1.1330  -0.001
C: 2.9622 -1.4523 0.3437  -0.001
C: 3.6853 -0.2839 0.5426  0.000
H: 3.5252 1.2649 1.9729  0.000
H: 1.3857 0.3526 2.6021  0.000
H: 0.9778 -2.0402 1.2197  0.001
H: 3.0480 -2.2988 -0.3215  0.001
H: 4.6587 -0.0339 0.1473  0.000

Its spin multiplicity is 2. Its HOMO energy (alpha / beta) is -7.115 / -9.562 eV. The net charge is +1. As for the largest force on an atom: 0.06550 Eh/bohr. As for the expectation value of S²: 0.75.



Here is the molecule C10H14N2 in a non-equilibrium geometry from the OMol25 dataset. Energies are from ωB97M-V/def2-TZVPD.

Each line ends with the natural charge from an NBO analysis.
Geometry (Å):
C: -1.4871 2.0777 0.2276  -0.368
C: -0.7730 1.5980 -0.9750  -0.185
C: -2.2445 1.1993 0.9142  0.026
C: 0.3904 -1.0184 0.9986  0.182
C: 0.0142 0.4913 -0.8701  -0.203
C: 0.9456 0.1445 0.2249  -0.367
C: -1.7605 -0.9161 0.0452  0.473
C: -2.4217 -1.8955 -0.8553  -0.662
C: 3.3680 -0.0435 0.7578  -0.628
C: 2.3581 -0.0846 -0.3869  -0.400
N: -2.5323 0.0018 0.5004  -0.502
N: -0.7175 -1.4312 0.7953  -0.413
H: -1.4363 3.1563 0.5583  0.220
H: -1.2386 1.9720 -1.9540  0.217
H: -2.8863 1.6525 1.6327  0.200
H: 0.9214 -1.5595 1.7695  0.186
H: 0.2912 -0.0663 -1.8424  0.203
H: 0.8771 1.1496 0.7403  0.262
H: -2.1081 -1.7730 -1.8601  0.223
H: -3.4288 -1.7861 -0.7300  0.238
H: -2.2612 -2.9317 -0.7710  0.223
H: 4.3257 -0.6613 0.5384  0.216
H: 2.9858 -0.2840 1.7983  0.216
H: 3.8752 1.0568 0.6523  0.215
H: 2.5300 -0.9314 -0.9361  0.210
H: 2.4130 0.8828 -0.9728  0.220

Its HOMO energy is -7.796 eV. The structure (SMILES) is CC[C@H]1\C=C/C=C\N=C(C)/N=C\1. As for the largest force on an atom: 0.09264 Eh/bohr.



Here is the molecule C10H14N2 in a non-equilibrium geometry from the OMol25 dataset. Energies are from ωB97M-V/def2-TZVPD.

Each line ends with the natural charge from an NBO analysis.
Geometry (Å):
C: 3.5663 -0.7667 0.3907  -0.237
C: 3.4740 0.6232 0.4669  -0.205
C: 2.4962 -1.5571 -0.0669  -0.232
C: 2.2393 1.2115 0.4002  -0.297
C: 1.3103 -0.9711 -0.0484  0.085
C: 1.1509 0.4152 0.2380  0.205
C: -0.9754 -0.6413 0.0890  0.368
C: -1.7436 -0.9941 1.3065  -0.667
C: -1.9539 -0.6119 -1.1397  -0.656
C: -0.6029 2.0595 -0.2932  -0.409
N: 0.0530 -1.5798 -0.2010  -0.648
N: -0.0796 0.8730 0.2744  -0.444
H: 4.4056 -1.3388 0.5617  0.200
H: 4.3466 1.1724 0.6968  0.207
H: 2.6135 -2.6498 -0.0805  0.215
H: 2.2032 2.2259 0.6262  0.207
H: -1.0483 -0.5936 2.0794  0.236
H: -1.7669 -2.1093 1.2459  0.232
H: -2.8422 -0.6268 1.4344  0.217
H: -1.3793 -0.0993 -1.8210  0.210
H: -2.8974 -0.1298 -0.8829  0.219
H: -2.1840 -1.6537 -1.4833  0.218
H: 0.1114 2.7782 -0.5964  0.210
H: -1.2279 1.7771 -1.1491  0.193
H: -1.1577 2.7113 0.4820  0.190
H: -0.1307 -2.0533 -1.0764  0.384

Its HOMO energy is -6.985 eV. The structure (SMILES) is CN1c2ccccc2NC1(C)C. As for the largest force on an atom: 0.11709 Eh/bohr.



Here is the molecule C10H14N2 in a non-equilibrium geometry from the OMol25 dataset. Energies are from ωB97M-V/def2-TZVPD.

Each line ends with the natural charge from an NBO analysis.
Geometry (Å):
C: 3.7751 -0.1447 0.0659  -0.213
C: 3.1757 1.0922 -0.3373  -0.196
C: 2.9950 -1.2304 0.1519  -0.216
C: 1.8081 1.2672 -0.1117  -0.221
C: 1.6258 -1.0724 0.2202  -0.191
C: 0.9657 0.1884 0.2496  -0.056
C: -2.5488 -1.2644 0.8275  -0.617
C: -1.3726 -0.7743 -0.0752  -0.269
C: -0.5472 0.3367 0.3887  0.150
C: -2.0435 -0.3056 -1.3697  -0.604
N: -2.2728 1.9246 0.5855  -0.677
N: -1.0306 1.5052 0.6948  -0.184
H: 4.8041 -0.1810 -0.2969  0.211
H: 3.7751 1.9075 -0.5196  0.208
H: 3.4462 -2.1923 0.1461  0.217
H: 1.3194 2.2975 -0.3956  0.203
H: 1.0485 -1.9811 0.1970  0.209
H: -2.3799 -1.4695 1.9194  0.207
H: -3.2691 -0.4390 0.9207  0.238
H: -0.7228 -1.6079 -0.4407  0.218
H: -2.7882 0.5927 -1.2762  0.252
H: -2.5860 -1.1817 -1.7833  0.201
H: -1.2765 -0.1764 -2.0504  0.198
H: -2.9916 -2.1642 0.4716  0.209
H: -2.5421 2.8931 0.9135  0.345
H: -0.3671 2.1800 0.9043  0.379

Its HOMO energy (alpha / beta) is -7.273 / -7.275 eV. As for the largest force on an atom: 0.09426 Eh/bohr.